(1)
ORCA calculation (wB97M-V/def2-TZVPD) on one molecule with the formula C23H15F7N2O2.

Frontier orbital gap   9.3 eV
Relative energy (zero: lowest compared OMol25 entry of this formula, charge and spin)   0.0694 eV
SMILES string   O=C1COc2nccc(-c3ccccc3F)c2CN1Cc1cc(C(F)(F)F)cc(C(F)(F)F)c1
LUMO   0.23 eV
HOMO   -9.081 eV

ORCA input file:
```
! wB97M-V def2-TZVPD RIJCOSX def2/J DEFGRID3
* xyz 0 1
O -2.45 3.56 -1.62
C -1.46 3.45 -0.92
C -0.30 4.43 -0.97
O 0.86 3.86 -1.54
C 1.54 2.86 -0.94
N 2.66 2.59 -1.60
C 3.46 1.64 -1.16
C 3.21 0.92 -0.01
C 2.03 1.18 0.69
C 1.78 0.43 1.93
C 1.79 -0.96 1.94
C 1.60 -1.67 3.12
C 1.42 -0.99 4.31
C 1.42 0.39 4.34
C 1.60 1.08 3.15
F 1.61 2.43 3.19
C 1.15 2.15 0.21
C -0.19 2.36 0.89
N -1.30 2.42 -0.04
C -2.32 1.41 0.04
C -1.84 0.04 -0.35
C -2.53 -1.08 0.09
C -2.12 -2.36 -0.28
C -2.91 -3.54 0.22
F -2.54 -4.69 -0.34
F -4.23 -3.39 -0.02
F -2.79 -3.69 1.55
C -0.99 -2.54 -1.06
C -0.30 -1.42 -1.50
C 0.95 -1.59 -2.31
F 0.92 -2.69 -3.08
F 1.21 -0.56 -3.11
F 2.03 -1.73 -1.50
C -0.73 -0.14 -1.16
H -0.09 4.85 0.02
H -0.57 5.24 -1.65
H 4.35 1.47 -1.76
H 3.90 0.17 0.35
H 1.94 -1.48 1.01
H 1.61 -2.74 3.10
H 1.28 -1.55 5.23
H 1.30 0.94 5.26
H -0.38 1.51 1.55
H -0.17 3.26 1.51
H -2.75 1.38 1.05
H -3.11 1.72 -0.66
H -3.41 -0.97 0.71
H -0.66 -3.53 -1.33
H -0.19 0.71 -1.54
*
```

=====

(2)
ORCA calculation (wB97M-V/def2-TZVPD) on an isolated ion of composition C2H5ClN3O2 and charge +1 in a non-equilibrium geometry.

Frontier orbital gap (alpha / beta)   8.7 / 8.7 eV
Relative energy (zero: lowest compared OMol25 entry of this formula, charge and spin)   1.2313 eV
SMILES string   C=[N+]([O-])N/[NH+]=C(/O)Cl
LUMO (alpha / beta)   -4.90 / -4.90 eV
HOMO (alpha / beta)   -13.565 / -13.565 eV

ORCA input file:
```
! wB97M-V def2-TZVPD RIJCOSX def2/J DEFGRID3
* xyz 1 1
C -2.19 0.32 -0.46
N -1.16 1.04 -0.03
O -0.65 2.06 -0.40
N -0.41 0.31 1.10
N 0.39 -0.61 0.46
C 1.66 -0.61 0.09
O 2.08 -1.58 -0.65
Cl 2.67 0.71 0.32
H -2.83 0.66 -1.30
H -2.44 -0.56 0.08
H 0.16 1.08 1.64
H -0.32 -1.28 0.10
H 3.03 -1.53 -0.94
*
```

=====

(3)
ORCA calculation (wB97M-V/def2-TZVPD) on a 13-piece molecular cluster, C22H70N8O22 overall in a non-equilibrium geometry.

Frontier orbital gap   9.4 eV
Relative energy (zero: lowest compared OMol25 entry of this formula, charge and spin)   10.3318 eV
LUMO   -0.19 eV
HOMO   -9.582 eV

ORCA input file:
```
! wB97M-V def2-TZVPD RIJCOSX def2/J DEFGRID3
* xyz 0 1
C 0.98 -13.57 1.74
O 0.94 -13.57 2.91
N 0.66 -12.61 0.94
N 0.96 -14.76 1.04
H -0.03 -12.82 0.23
H 0.39 -11.75 1.40
H 0.61 -14.93 0.11
H 1.09 -15.55 1.66
C -2.43 -27.70 -2.77
O -1.72 -28.64 -2.86
N -1.95 -26.51 -2.94
N -3.66 -27.77 -2.34
H -2.62 -25.75 -2.92
H -0.97 -26.34 -3.07
H -4.08 -28.66 -2.13
H -4.35 -27.10 -2.66
C 8.43 -24.07 -8.95
O 8.94 -25.12 -9.48
N 7.21 -23.71 -9.04
N 9.06 -23.12 -8.27
H 6.86 -22.96 -8.46
H 6.55 -24.24 -9.59
H 10.06 -23.21 -8.18
H 8.69 -22.25 -7.91
C 4.71 -14.51 -8.20
O 4.62 -15.73 -8.32
N 5.61 -13.92 -7.46
N 4.17 -13.68 -8.89
H 5.70 -12.95 -7.22
H 6.19 -14.59 -6.98
H 3.57 -14.15 -9.56
H 4.58 -12.79 -9.11
C -0.36 -18.28 -12.80
C 0.23 -16.94 -12.22
O -0.93 -16.10 -11.88
O -1.01 -17.90 -14.04
H -1.18 -18.72 -12.24
H 0.42 -19.02 -12.99
H 0.90 -16.45 -12.93
H 0.70 -17.17 -11.26
H -1.17 -16.47 -11.03
H -1.32 -17.01 -13.85
C 5.99 -26.59 -3.73
C 4.50 -26.35 -4.47
O 3.68 -26.11 -3.31
O 6.00 -25.65 -2.68
H 6.86 -26.56 -4.39
H 6.01 -27.59 -3.28
H 4.10 -27.14 -5.09
H 4.65 -25.46 -5.09
H 4.33 -25.85 -2.66
H 6.75 -25.87 -2.12
C -1.96 -24.14 -7.55
C -1.30 -25.16 -8.53
O -2.25 -25.66 -9.53
O -2.54 -23.03 -8.21
H -1.21 -23.84 -6.82
H -2.81 -24.65 -7.09
H -0.80 -25.99 -8.03
H -0.62 -24.62 -9.19
H -2.71 -24.91 -9.91
H -1.97 -22.81 -8.94
C 11.18 -16.96 -8.09
C 12.54 -17.64 -8.67
O 13.31 -18.03 -7.61
O 10.23 -18.03 -7.99
H 10.79 -16.16 -8.72
H 11.35 -16.43 -7.15
H 13.02 -16.88 -9.29
H 12.19 -18.47 -9.29
H 13.33 -17.34 -6.95
H 9.51 -17.68 -7.46
C -1.00 -23.28 1.54
C 0.39 -22.61 1.37
O 1.10 -22.44 2.56
O -0.68 -24.69 1.57
H -1.63 -23.00 0.70
H -1.73 -23.00 2.30
H 0.23 -21.59 1.02
H 0.92 -23.01 0.50
H 0.70 -21.84 3.19
H -0.38 -24.91 0.68
C 2.49 -20.61 -6.31
C 2.55 -20.59 -4.73
O 2.14 -19.38 -4.08
O 3.77 -20.34 -6.83
H 1.58 -20.06 -6.55
H 2.32 -21.57 -6.81
H 3.43 -20.99 -4.23
H 1.68 -21.17 -4.44
H 2.75 -18.69 -4.35
H 3.86 -19.40 -6.98
C 8.46 -18.82 -14.00
C 7.13 -18.91 -13.27
O 6.12 -18.63 -14.21
O 8.86 -17.46 -13.95
H 8.57 -19.31 -14.97
H 9.10 -19.32 -13.28
H 7.14 -18.41 -12.30
H 6.78 -19.88 -12.93
H 5.86 -17.71 -14.31
H 8.04 -16.95 -13.93
C 6.41 -14.59 -2.34
C 7.75 -15.35 -2.63
O 7.59 -16.13 -3.80
O 5.29 -15.54 -2.32
H 5.91 -13.96 -3.08
H 6.59 -14.08 -1.39
H 8.07 -16.02 -1.83
H 8.44 -14.52 -2.79
H 7.30 -16.96 -3.44
H 4.97 -15.70 -1.43
C 6.80 -20.51 0.18
C 7.78 -21.12 1.24
O 7.94 -22.44 0.98
O 7.27 -20.50 -1.17
H 6.56 -19.48 0.43
H 5.88 -21.09 0.28
H 7.21 -21.15 2.17
H 8.73 -20.61 1.40
H 8.63 -22.46 0.31
H 7.48 -21.42 -1.37
*
```

=====

(4)
ORCA calculation (wB97M-V/def2-TZVPD) on one molecule with the formula CH3N3OS in a non-equilibrium geometry.

Frontier orbital gap (alpha / beta)   8.0 / 8.0 eV
Relative energy (zero: lowest compared OMol25 entry of this formula, charge and spin)   6.9080 eV
LUMO (alpha / beta)   -1.48 / -1.47 eV
HOMO (alpha / beta)   -9.445 / -9.439 eV

ORCA input file:
```
! wB97M-V def2-TZVPD RIJCOSX def2/J DEFGRID3
* xyz 0 1
C 0.74 0.29 1.22
N -0.39 -1.17 -0.25
N -0.41 1.81 -1.88
N 0.24 -0.83 0.80
O -1.64 -0.34 -2.47
S -0.74 0.39 -1.62
H 0.65 1.17 0.61
H 1.22 0.33 2.17
H 0.35 -1.64 1.43
*
```

=====

(5)
ORCA calculation (wB97M-V/def2-TZVPD) on C4H5N4O3S2 as an isolated structure in a non-equilibrium geometry.

Frontier orbital gap   7.6 eV
Relative energy (zero: lowest compared OMol25 entry of this formula, charge and spin)   0.0000 eV
LUMO   3.01 eV
HOMO   -4.545 eV

ORCA input file:
```
! wB97M-V def2-TZVPD RIJCOSX def2/J DEFGRID3
* xyz -1 1
C -1.49 0.34 0.72
C -0.81 0.06 -1.89
C 1.44 -0.20 0.89
C 2.60 -0.88 0.37
N -0.65 1.19 0.11
N -0.35 0.91 -1.16
N -1.89 0.79 1.89
N 3.49 0.04 -0.22
O 0.53 2.13 1.99
O 2.80 -2.12 0.49
O 1.60 2.34 -0.14
S -2.01 -0.96 -0.30
S 0.92 1.42 0.75
H 0.83 -0.81 1.48
H -1.34 1.56 2.24
H -2.32 0.19 2.54
H 3.18 0.96 -0.31
H 4.17 -0.17 -0.91
*
```

=====

(6)
ORCA calculation (wB97M-V/def2-TZVPD) on a 2-piece molecular cluster, H2N2O2S overall in a non-equilibrium geometry.

Frontier orbital gap (alpha / beta)   7.4 / 7.4 eV
Relative energy (zero: lowest compared OMol25 entry of this formula, charge and spin)   2.8562 eV
SMILES string   O=NO.N=S
LUMO (alpha / beta)   -1.63 / -1.64 eV
HOMO (alpha / beta)   -9.021 / -9.027 eV

ORCA input file:
```
! wB97M-V def2-TZVPD RIJCOSX def2/J DEFGRID3
* xyz 0 1
O -1.66 0.95 0.23
N -2.04 -0.16 0.16
O -1.36 -1.02 -0.42
H -0.46 -0.81 -0.69
N 1.50 0.21 0.00
S 3.02 -0.02 -0.05
H 1.01 0.84 0.77
*
```

=====

(7)
ORCA calculation (wB97M-V/def2-TZVPD) on a 8-piece molecular cluster, C16H26F9N8O16S overall in a non-equilibrium geometry.

Frontier orbital gap   7.8 eV
LUMO   -4.74 eV
HOMO   -12.495 eV

ORCA input file:
```
! wB97M-V def2-TZVPD RIJCOSX def2/J DEFGRID3
* xyz 1 1
O 0.25 4.63 7.37
S -0.44 3.67 6.56
O -1.86 3.74 6.47
C 0.20 3.85 4.90
C -0.36 3.19 3.80
C 0.21 3.37 2.55
C 1.32 4.19 2.43
N 1.82 4.83 3.50
C 1.30 4.68 4.73
C 0.05 1.92 6.99
F -1.00 1.16 6.69
F 1.05 1.56 6.16
C 0.40 1.69 8.49
F -0.03 0.49 8.89
F -0.26 2.60 9.21
C 1.92 1.87 8.80
F 2.01 2.20 10.09
F 2.42 2.89 8.09
C 2.80 0.58 8.59
F 2.21 -0.32 7.81
F 3.14 0.05 9.74
F 3.93 0.95 7.97
H -1.22 2.56 3.97
H -0.19 2.85 1.70
H 1.81 4.34 1.48
H 2.62 5.44 3.39
H 1.73 5.20 5.58
C -1.23 -1.96 10.70
N -1.42 -2.77 11.93
O -2.36 -3.53 11.95
O -0.62 -2.61 12.82
H -2.01 -2.20 9.99
H -1.27 -0.91 10.99
H -0.25 -2.20 10.30
C 2.53 1.41 -1.11
N 2.43 2.59 -0.22
O 3.09 2.60 0.82
O 1.71 3.51 -0.55
H 3.22 0.70 -0.66
H 1.54 0.99 -1.20
H 2.89 1.75 -2.07
C -0.91 1.43 -4.60
N 0.25 1.50 -3.67
O 1.36 1.32 -4.13
O 0.01 1.74 -2.50
H -0.54 1.21 -5.60
H -1.56 0.64 -4.25
H -1.41 2.39 -4.57
C -3.06 0.47 -8.65
N -2.96 0.75 -7.20
O -3.49 1.75 -6.76
O -2.34 -0.06 -6.53
H -3.63 1.26 -9.12
H -2.04 0.44 -9.04
H -3.55 -0.48 -8.76
C -4.01 -4.14 -8.70
N -4.49 -2.74 -8.88
O -4.54 -2.29 -10.01
O -4.79 -2.13 -7.87
H -3.78 -4.54 -9.68
H -3.13 -4.10 -8.07
H -4.81 -4.69 -8.22
C 1.80 -2.11 -5.48
N 0.88 -2.01 -6.64
O 0.70 -0.92 -7.14
O 0.37 -3.05 -7.01
H 2.17 -1.11 -5.26
H 1.22 -2.50 -4.64
H 2.60 -2.79 -5.75
C 1.02 -7.01 -7.71
N 1.83 -6.26 -6.71
O 2.83 -5.69 -7.11
O 1.44 -6.27 -5.57
H 1.49 -6.91 -8.68
H 0.99 -8.05 -7.39
H 0.03 -6.57 -7.71
*
```

=====

(8)
ORCA calculation (wB97M-V/def2-TZVPD) on C26H32FN11O6SeTi as an isolated structure in a non-equilibrium geometry.

Frontier orbital gap (alpha / beta)   5.1 / 5.1 eV
Relative energy (zero: lowest compared OMol25 entry of this formula, charge and spin)   0.0423 eV
LUMO (alpha / beta)   -0.13 / -0.13 eV
HOMO (alpha / beta)   -5.224 / -5.225 eV

ORCA input file:
```
! wB97M-V def2-TZVPD RIJCOSX def2/J DEFGRID3
* xyz 0 1
Ti 0.50 0.41 -0.14
Se 7.89 1.55 -0.52
N 6.82 0.92 0.75
C 5.63 0.80 0.23
C 4.48 0.28 0.95
C 4.56 -0.24 2.22
C 3.39 -0.76 2.81
C 2.20 -0.69 2.14
N 2.07 -0.16 0.89
C 3.23 0.27 0.27
C 3.11 0.65 -1.08
N 1.84 0.54 -1.63
C 1.75 0.68 -2.98
C 2.81 1.02 -3.78
C 4.07 1.25 -3.20
C 4.24 1.05 -1.85
C 5.51 1.17 -1.16
N 6.60 1.60 -1.75
H 5.51 -0.25 2.73
H 3.42 -1.21 3.79
H 1.30 -1.07 2.59
H 0.77 0.49 -3.40
H 2.66 1.12 -4.84
H 4.92 1.55 -3.80
C -2.97 -2.52 -1.65
O -1.73 -3.22 -1.63
C -0.64 -2.48 -1.38
O -0.70 -1.25 -1.31
N 0.43 -3.29 -1.37
N 1.67 -2.81 -1.01
H -3.70 -3.22 -2.06
H -2.91 -1.63 -2.27
H -3.26 -2.25 -0.63
H 0.23 -4.28 -1.29
H 2.36 -3.08 -1.69
H 1.94 -3.15 -0.09
F 0.56 -2.77 6.36
C -0.62 -2.74 5.73
C -0.79 -1.93 4.68
N -1.98 -1.87 4.00
C -2.13 -0.93 2.91
C -1.10 -1.12 1.78
O -0.70 -2.23 1.48
O -0.73 -0.01 1.25
C -3.06 -2.66 4.35
O -4.11 -2.65 3.75
N -2.84 -3.46 5.45
C -1.68 -3.59 6.23
O -1.65 -4.32 7.19
H 0.01 -1.28 4.34
H -2.04 0.10 3.26
H -3.14 -1.08 2.51
H -3.62 -4.03 5.74
C -4.16 1.14 -2.48
N -3.16 1.58 -1.52
C -3.27 0.93 -0.24
C -1.94 2.04 -1.95
N -0.81 1.68 -1.43
N -2.02 2.96 -2.97
C -3.08 3.96 -3.01
C -0.81 3.38 -3.66
H -4.18 0.05 -2.53
H -3.94 1.53 -3.47
H -5.15 1.48 -2.17
H -4.29 1.06 0.13
H -2.58 1.38 0.46
H -3.05 -0.14 -0.30
H -0.07 2.31 -1.74
H -3.86 3.71 -2.30
H -3.51 4.02 -4.01
H -2.68 4.94 -2.75
H -0.13 2.55 -3.77
H -0.30 4.20 -3.13
H -1.09 3.74 -4.65
C 0.87 2.30 0.77
H 1.69 2.83 0.25
H 1.18 2.16 1.81
H -0.01 2.95 0.77
*
```